Computed, not measured: a structure of composition C34H36N5O2SSeSn, with ωB97M-V/def2-TZVPD.

## Properties
ΔE to the lowest compared entry with this formula, charge and spin: 29.1 kcal per mole
Total charge: +1
Frontier orbital gap: 4.38 eV
LUMO level: -0.1899 Ha
Multiplicity: 1

```
80
Properties=species:S:1:pos:R:3:forces:R:3
Sn -0.4207 -0.7872 -0.2297 2.6 -0.5 0.6
C -3.6869 0.4089 -0.1008 1.3 0.8 -0.2
N -2.9484 -0.8656 -0.1471 -0.4 -1.7 -0.4
C -3.3378 -1.5052 -1.4687 -0.4 -0.5 -0.5
C -2.5933 -2.8568 -1.7723 0.5 0.7 -0.3
C -1.3521 -2.7080 -2.6940 -1.4 1.5 -0.1
N -0.2359 -2.0017 -2.0295 -0.2 1.0 -0.2
C 0.7311 -1.7048 -2.8626 0.9 -0.3 0.4
C 2.1370 -1.4499 -2.6282 -1.9 -0.6 0.4
C 2.9027 -1.9602 -3.7099 0.4 1.6 1.0
C 4.2304 -1.6197 -3.7270 0.0 -1.1 -1.2
C 4.7983 -0.9532 -2.6594 -1.0 0.4 1.9
C 4.0613 -0.5873 -1.4994 -0.5 -0.8 -1.6
C 2.6516 -0.8673 -1.4068 1.3 -0.2 -2.7
O 1.8823 -0.4809 -0.4490 -1.7 0.0 0.9
C -3.4417 -1.7723 0.9546 -0.9 1.4 0.6
C -3.0529 -1.2736 2.3611 0.4 -0.3 1.1
C -1.6048 -0.7409 2.6626 -0.4 -0.4 -0.2
N -0.6007 -1.6524 2.0632 -1.3 2.2 -1.9
C -0.2878 -2.6985 2.7587 1.7 -0.8 -0.4
C 0.7252 -3.6926 2.4714 -1.6 2.4 -1.0
C 1.2649 -4.3900 3.5177 1.4 -2.6 1.8
C 2.1774 -5.4200 3.2958 -0.5 0.8 -0.6
C 2.6317 -5.6711 1.9520 -0.1 -0.8 2.5
C 2.1580 -4.9342 0.9498 -0.2 1.5 -2.3
C 1.1978 -3.8747 1.1374 -0.3 -0.9 0.3
O 0.7016 -3.2575 0.1513 -0.3 1.1 -0.7
H -4.7730 0.3389 -0.1575 0.0 -0.5 -0.1
H -3.2889 0.9927 -0.9275 -0.3 0.2 -0.2
H -3.4114 0.9430 0.7884 0.0 0.2 0.6
H -3.1101 -0.7334 -2.2287 0.0 -0.6 0.2
H -4.4770 -1.6601 -1.4755 1.6 0.2 0.2
H -3.2336 -3.5374 -2.3220 -0.5 0.0 0.1
H -2.3239 -3.3868 -0.8398 0.1 0.2 -0.5
H -1.6264 -2.1101 -3.6294 0.1 -0.8 1.2
H -1.0114 -3.6885 -3.0216 0.1 0.0 0.2
H 0.4762 -1.7596 -3.9414 0.1 -0.5 0.6
H 2.4184 -2.5690 -4.4581 0.1 0.2 -0.3
H 4.8138 -1.8934 -4.6035 0.2 0.0 0.3
H 5.8609 -0.7764 -2.6722 0.1 0.3 0.0
H 4.5744 -0.0547 -0.7433 0.3 0.3 0.9
H -3.1639 -2.7971 0.7648 0.4 -0.1 0.0
H -4.5909 -1.7314 0.9601 1.5 -0.2 -0.4
H -3.2217 -2.1304 3.0269 0.0 0.1 -0.1
H -3.7887 -0.5404 2.6910 0.1 0.2 0.0
H -1.3489 -0.6059 3.7489 -0.8 -0.3 -0.8
H -1.5107 0.2691 2.2402 0.3 -0.2 -0.1
H -0.8170 -2.7744 3.7125 0.3 0.0 0.2
H 0.9864 -4.1569 4.5521 -0.1 -0.1 -0.4
H 2.5402 -6.0519 4.0890 0.1 0.2 0.2
H 3.3389 -6.4948 1.8505 -0.1 0.3 -0.4
H 2.5037 -4.9968 -0.0934 -0.1 -0.3 0.5
N 0.2173 1.3268 0.4438 -0.1 -1.1 -0.4
S -0.6178 2.7415 0.5406 1.3 0.0 -1.3
C 0.1158 3.8069 -0.7292 -1.3 0.6 -0.8
C 1.3055 4.5251 -0.6038 -0.2 -0.3 -1.1
C 1.6914 5.3464 -1.6870 0.5 0.0 1.4
C 0.8883 5.5404 -2.8134 0.9 -0.3 0.6
C -0.2507 4.7817 -2.9268 -1.3 0.1 -0.3
C -0.6883 3.9864 -1.8615 0.3 0.0 0.1
C -0.0318 3.6241 1.9552 0.0 1.4 1.2
C -0.5565 4.9417 2.1714 0.5 -1.0 0.8
C -0.3331 5.5587 3.4097 -0.1 -0.5 -0.4
C 0.2873 4.8558 4.4535 0.1 -0.4 -0.9
C 0.9815 3.6956 4.1534 -0.6 -0.3 -1.4
C 0.8541 3.0841 2.8751 -0.1 0.4 0.5
H 1.1451 1.3900 -0.0471 -1.0 -0.1 0.6
H 1.9061 4.3902 0.2774 0.4 0.2 0.1
H 2.6585 5.8528 -1.5523 -0.6 -0.1 -0.3
H 1.1991 6.2411 -3.5838 -0.1 -0.3 0.1
H -0.8466 4.7953 -3.8568 0.3 0.3 0.9
H -1.6552 3.5041 -1.9082 0.1 -0.1 -0.2
H -1.1517 5.4219 1.4123 0.0 0.2 -0.1
H -0.6361 6.5820 3.5972 -0.4 -0.2 -0.1
H 0.1805 5.1793 5.4712 0.4 0.4 0.2
H 1.5917 3.1984 4.8696 0.3 -0.2 0.6
H 1.4382 2.2073 2.6142 -0.3 -0.1 0.2
Se -0.3265 2.4275 -4.9198 -0.1 -1.6 0.5
C -0.7346 1.3674 -3.4964 -1.6 -0.8 3.2
N -1.1355 0.8501 -2.4604 1.7 1.2 -3.1
```
Positions in Å, forces in eV/Å.

Computed, not measured: a structure of composition C34H37BaIN5O3P2S, with ωB97M-V/def2-TZVPD.

## Properties
ΔE to the lowest compared entry with this formula, charge and spin: 36.7 kcal per mole
Total charge: +1
Frontier orbital gap: 6.98 eV
LUMO level: -0.0898 Ha
Multiplicity: 1

```
84
Properties=species:S:1:pos:R:3:forces:R:3
Ba -1.4047 -0.2320 -0.6782 -0.8 0.9 -2.5
O -1.3460 -2.7281 0.1950 0.1 0.6 0.0
P -0.9355 -2.5098 1.6234 0.4 -0.5 0.6
C -1.1135 -0.7488 2.1915 0.3 0.0 0.2
P 0.2430 0.5100 1.9009 0.4 0.0 0.6
O 0.8409 0.4829 0.5259 -0.3 -0.2 0.1
C 1.4759 0.2201 3.1659 0.0 0.1 0.0
C 1.1708 0.0943 4.5216 0.0 0.0 -0.1
C 2.1880 -0.0631 5.4450 0.0 0.0 0.0
C 3.5115 -0.0888 5.0180 0.0 0.0 0.0
C 3.8163 0.0403 3.6726 0.0 0.0 0.0
C 2.8002 0.1979 2.7402 0.0 -0.1 0.0
C -0.6161 2.0591 2.1853 -0.1 -0.2 0.1
C -0.5003 3.0569 1.2210 0.0 -0.1 0.0
C -1.1680 4.2602 1.4022 0.0 0.0 0.0
C -1.9354 4.4647 2.5373 0.0 0.0 0.0
C -2.0543 3.4682 3.5005 0.0 0.0 0.0
C -1.4002 2.2623 3.3254 0.0 0.1 -0.1
C 0.7982 -2.8793 1.8856 -0.1 -0.1 0.1
C 1.3158 -3.0822 3.1672 0.0 0.0 0.0
C 2.6633 -3.3455 3.3309 0.0 0.0 0.0
C 3.4963 -3.4003 2.2189 0.0 0.0 0.0
C 2.9871 -3.1953 0.9459 0.0 0.0 0.0
C 1.6343 -2.9408 0.7742 0.0 0.0 0.0
C -1.9398 -3.4471 2.7692 -0.1 0.1 0.0
C -3.2219 -2.9834 3.0740 0.1 0.0 0.0
C -4.0633 -3.7476 3.8632 0.0 0.0 0.0
C -3.6296 -4.9763 4.3450 0.0 0.0 0.0
C -2.3633 -5.4469 4.0328 0.0 0.0 0.0
C -1.5156 -4.6870 3.2410 0.0 0.0 0.0
H -1.1760 -0.8377 3.2798 0.0 0.0 0.0
H -2.0696 -0.3095 1.8877 -0.1 -0.1 0.3
H 0.1432 0.1191 4.8660 0.0 0.0 0.0
H 1.9529 -0.1601 6.4964 0.0 0.0 0.0
H 4.3074 -0.2058 5.7419 0.0 0.0 0.0
H 4.8474 0.0200 3.3457 0.0 0.0 0.0
H 3.0213 0.2928 1.6851 0.0 0.0 0.0
H 0.0932 2.8788 0.3333 0.0 0.0 0.0
H -1.0935 5.0354 0.6519 0.0 0.0 0.0
H -2.4537 5.4046 2.6727 0.0 0.0 0.0
H -2.6613 3.6333 4.3803 0.0 0.0 0.0
H -1.5054 1.4854 4.0730 0.0 0.0 0.0
H 0.6622 -3.0439 4.0307 0.0 0.0 0.0
H 3.0665 -3.5095 4.3211 0.0 0.0 0.0
H 4.5501 -3.6104 2.3485 0.0 0.0 0.0
H 3.6375 -3.2446 0.0832 0.0 0.0 0.0
H 1.2262 -2.7965 -0.2189 0.0 0.0 0.0
H -3.5747 -2.0368 2.6810 0.0 0.0 0.0
H -5.0581 -3.3928 4.0952 0.0 0.0 0.0
H -4.2884 -5.5745 4.9602 0.0 0.0 0.0
H -2.0387 -6.4109 4.4001 0.0 0.0 0.0
H -0.5338 -5.0615 2.9821 0.0 0.0 0.0
I -3.8641 -0.2731 -2.9535 0.2 -0.1 0.3
N -1.0678 2.3093 -2.2153 0.1 -0.2 0.5
C -0.3687 2.7605 -3.0185 0.0 0.1 -0.1
N 0.4233 3.3092 -3.9104 0.0 -0.1 0.0
C 1.8222 2.8991 -4.0549 0.0 0.0 0.0
C 2.6803 4.1490 -4.1314 0.0 0.0 0.0
O 2.2253 5.0083 -5.1611 0.0 0.0 0.0
C 0.9043 5.4550 -4.9164 0.0 0.0 0.0
C -0.0610 4.2830 -4.8902 0.0 0.0 0.0
H 1.9345 2.3165 -4.9734 0.0 0.0 0.0
H 2.0970 2.2657 -3.2144 0.0 0.0 0.0
H 3.7101 3.8891 -4.3711 0.0 0.0 0.0
H 2.6604 4.6772 -3.1691 0.0 0.0 0.0
H 0.6485 6.1428 -5.7204 0.0 0.0 0.0
H 0.8630 5.9925 -3.9602 0.0 0.0 0.0
H -0.0929 3.8161 -5.8801 0.0 0.0 0.0
H -1.0666 4.5990 -4.6192 0.0 0.0 0.0
C -1.7580 0.3883 -7.0328 0.0 0.0 0.0
C -0.4406 0.4544 -6.2603 0.0 0.0 0.0
C -0.4315 -0.4426 -5.0652 0.0 0.0 0.0
N -0.0204 -0.1106 -3.8944 0.0 -0.1 0.0
N -0.1829 -1.1139 -2.9585 0.1 -0.2 -0.2
C -0.6989 -2.1961 -3.4835 0.1 -0.2 0.3
N -0.9189 -3.3447 -2.7798 -0.1 0.0 -0.1
S -1.0392 -2.0710 -5.1569 0.0 0.0 -0.1
H -1.7569 1.1145 -7.8444 0.0 0.0 0.0
H -2.5990 0.5968 -6.3708 0.0 0.0 0.0
H -1.9088 -0.5978 -7.4750 0.0 0.0 0.0
H -0.2715 1.4640 -5.8889 0.1 0.0 0.0
H 0.3985 0.2000 -6.9136 0.0 0.0 0.0
H -1.0142 -3.2525 -1.7757 0.1 0.0 0.0
H -1.5944 -3.9770 -3.1790 0.0 0.0 0.0
```
Positions in Å, forces in eV/Å.

Computed, not measured: a structure of composition C34H37BrF2N3O6S2Zr, with ωB97M-V/def2-TZVPD.

## Properties
ΔE to the lowest compared entry with this formula, charge and spin: 0.0 kcal per mole
Total charge: +1
Frontier orbital gap: 8.19 eV
LUMO level: -0.1019 Ha
Multiplicity: 1

```
86
Properties=species:S:1:pos:R:3:forces:R:3
Zr -0.1193 0.4390 0.4018 -0.2 0.1 0.2
F 4.5564 0.1937 3.4527 0.0 0.0 0.0
C 4.0445 0.4923 2.2509 0.0 0.0 0.0
C 2.6743 0.4710 2.0760 -0.1 0.0 0.0
C 2.1174 0.7528 0.8340 0.0 -0.2 0.0
C 2.9812 1.0930 -0.2258 0.0 0.0 0.0
C 4.3569 1.0861 -0.0015 0.0 0.0 0.0
F 5.2264 1.3654 -0.9949 0.0 0.0 0.0
C 4.9146 0.7868 1.2237 0.1 0.0 0.0
C 2.3459 1.5282 -1.4826 0.0 0.0 0.0
C 3.0226 2.0407 -2.5947 0.0 0.0 0.0
C 2.3101 2.5166 -3.6753 0.0 0.0 0.0
C 0.9228 2.4781 -3.6508 0.0 0.0 0.0
C 0.3187 1.9362 -2.5393 0.0 0.0 0.0
N 0.9969 1.4629 -1.4859 0.0 0.0 0.0
H 2.0628 0.2358 2.9372 0.0 0.0 0.0
H 5.9858 0.7967 1.3652 0.0 0.0 0.0
H 4.0970 2.0809 -2.6029 0.0 0.0 0.0
H 2.8352 2.9249 -4.5290 0.0 0.0 0.0
H 0.3268 2.8565 -4.4690 0.0 0.0 0.0
H -0.7580 1.8598 -2.4839 0.0 0.0 0.0
C 5.7894 -4.0946 2.9784 0.0 0.0 0.0
C 4.4786 -3.6682 2.3804 0.0 0.0 0.0
C 4.4316 -2.7837 1.3079 0.0 0.0 0.0
C 3.2225 -2.3760 0.7660 0.0 0.0 0.1
C 2.0478 -2.8821 1.2998 0.0 0.1 -0.1
C 2.0647 -3.7928 2.3522 0.0 0.0 0.0
C 3.2794 -4.1662 2.8931 0.0 0.0 0.0
S 0.4960 -2.4232 0.6306 -0.1 -0.1 -0.1
O 0.7382 -1.4913 -0.5285 0.1 0.0 0.1
O -0.2202 -3.6158 0.2923 0.1 0.0 0.0
N -0.2734 -1.4198 1.5622 0.4 0.3 -0.2
C -0.3021 -1.3576 3.0073 0.0 0.1 0.0
C -0.4646 0.1226 3.3828 0.0 -0.1 0.1
O -0.7586 0.4519 4.5028 0.0 0.0 0.0
O -0.2568 0.9532 2.3799 -0.1 0.1 0.0
H 6.6296 -3.6244 2.4714 0.0 0.0 0.0
H 5.9066 -5.1767 2.9068 0.0 0.0 0.0
H 5.8340 -3.8285 4.0352 0.0 0.0 0.0
H 5.3540 -2.3977 0.8919 0.0 0.0 0.0
H 3.1872 -1.6730 -0.0544 0.0 0.0 0.0
H 1.1402 -4.2115 2.7293 0.0 0.0 0.0
H 3.3030 -4.8647 3.7204 0.0 0.0 0.0
H 0.6274 -1.7134 3.4637 0.0 0.0 0.0
H -1.1248 -1.9202 3.4509 0.0 0.0 0.0
C -4.5685 3.6176 -1.4845 0.0 0.0 0.0
C -3.2457 3.7121 -0.7782 -0.1 0.0 0.0
C -2.7374 4.9268 -0.3225 0.0 0.0 0.0
C -1.5057 4.9713 0.2961 0.0 0.0 0.0
C -0.8062 3.7847 0.4487 0.1 -0.1 0.0
Br 0.9083 3.8202 1.2221 -0.1 0.0 0.0
N -1.2760 2.6065 0.0536 -0.1 -0.1 -0.1
C -2.4777 2.5870 -0.5550 0.0 0.1 0.0
H -5.3016 4.2876 -1.0371 0.0 0.0 0.0
H -4.9639 2.6032 -1.4482 0.0 0.0 0.0
H -4.4652 3.9012 -2.5336 0.0 0.0 0.0
H -3.3090 5.8377 -0.4537 0.0 0.0 0.0
H -1.0791 5.8956 0.6554 0.0 0.0 0.0
H -2.8307 1.6092 -0.8521 0.0 0.0 0.0
O -1.4172 -0.1298 -1.3601 0.0 0.1 0.1
S -1.4825 -1.4645 -2.1201 -0.1 -0.1 -0.1
C -2.7913 -1.2310 -3.3386 0.1 0.0 0.1
C -2.3417 -2.1094 -4.4955 0.1 0.0 -0.1
C -0.8670 -1.7582 -4.7529 -0.1 0.0 0.0
C -0.1902 -1.4735 -3.4020 0.0 0.0 0.0
H -2.8048 -0.1710 -3.6004 0.0 0.0 0.0
H -3.7417 -1.5193 -2.8936 0.0 0.0 0.0
H -2.9561 -1.9330 -5.3768 0.0 0.0 0.0
H -2.4476 -3.1630 -4.2299 0.0 0.0 0.0
H -0.8043 -0.8744 -5.3878 0.0 0.0 0.0
H -0.3601 -2.5680 -5.2729 0.0 0.0 0.0
H 0.2882 -0.4970 -3.3515 0.0 0.0 0.0
H 0.5334 -2.2274 -3.1024 0.0 0.0 0.0
C -4.6276 0.3865 2.4528 0.0 0.0 0.0
C -4.7552 -0.6341 1.3198 0.0 0.0 0.0
C -3.3057 -0.9998 1.0811 -0.1 0.0 0.0
O -2.6060 0.2514 1.1870 0.0 -0.1 0.0
C -3.2898 1.0774 2.1693 -0.1 0.0 0.0
H -4.5960 -0.1197 3.4173 0.0 0.0 0.0
H -5.4518 1.0967 2.4756 0.0 0.0 0.0
H -5.1788 -0.1727 0.4246 0.0 0.0 0.0
H -5.3651 -1.4949 1.5876 0.0 0.0 0.0
H -3.0983 -1.4211 0.1005 0.0 0.0 0.0
H -2.9378 -1.6959 1.8399 0.0 0.0 0.0
H -3.4190 2.0657 1.7286 0.0 0.0 0.0
H -2.6763 1.1754 3.0614 0.0 0.0 0.0
```
Positions in Å, forces in eV/Å.